Entry 1:
Computed, not measured: a 2-piece molecular cluster, C4H11ISi overall, with ωB97M-V with the def2-TZVPD basis set.

* gap between HOMO and LUMO: 8.818 eV
* total charge: 0
* SMILES string: C[SiH2]I.C=CC
* E_HOMO: -8.9463 eV

Element x y z (Å)
C (-1.228, -1.296, -2.158)
Si (-0.825, 0.499, -2.469)
I (-2.189, 0.845, -4.773)
H (-1.172, -1.909, -3.140)
H (-0.659, -1.803, -1.462)
H (-2.250, -1.210, -1.911)
H (-0.813, 0.990, -1.275)
H (0.226, 0.651, -3.583)
C (0.994, 1.408, 0.501)
C (0.183, 0.993, 1.489)
C (0.061, -0.421, 2.131)
H (1.924, 0.855, 0.235)
H (0.796, 2.427, 0.085)
H (-0.658, 1.739, 1.541)
H (-0.855, -0.977, 1.972)
H (0.276, -0.402, 3.241)
H (0.880, -1.072, 1.740)


Entry 2:
Computed, not measured: an isolated ion of composition C4H11N2 and charge +1, with ωB97M-V with the def2-TZVPD basis set.

* gap between HOMO and LUMO: 8.287 eV
* total charge: +1
* SMILES string: N/C=C/CC[NH3+]
* E_HOMO: -11.8249 eV

Element x y z (Å)
N (-1.693, 0.806, -2.188)
C (-1.041, 0.853, -0.999)
C (-1.085, -0.099, -0.053)
C (-0.382, 0.014, 1.273)
C (1.136, 0.114, 1.179)
N (1.655, -1.069, 0.366)
H (-2.320, 0.070, -2.464)
H (-1.301, 1.316, -2.960)
H (-0.346, 1.678, -0.879)
H (-1.531, -1.057, -0.306)
H (-0.676, 0.926, 1.804)
H (-0.688, -0.770, 1.961)
H (1.345, 1.006, 0.599)
H (1.631, 0.114, 2.141)
H (1.579, -0.838, -0.628)
H (1.070, -1.874, 0.587)
H (2.647, -1.189, 0.567)


Entry 3:
Computed, not measured: a 2-piece molecular cluster, C4H11N2 overall, with ωB97M-V with the def2-TZVPD basis set.

* gap between HOMO and LUMO: 8.340 eV
* total charge: +1
* E_HOMO: -12.0485 eV

Element x y z (Å)
C (0.121, -1.035, -1.217)
C (-0.083, -1.577, -2.399)
N (-0.273, -1.740, 0.022)
H (0.511, -0.049, -1.012)
H (0.162, -1.014, -3.285)
H (-0.519, -2.562, -2.513)
H (-0.757, -1.069, 0.617)
H (-0.909, -2.513, -0.157)
H (0.525, -2.083, 0.568)
C (-0.069, 2.493, 0.307)
C (-0.329, 1.486, 1.136)
N (0.600, 0.781, 1.894)
H (0.935, 2.881, 0.185)
H (-0.847, 2.944, -0.284)
H (-1.368, 1.217, 1.313)
H (1.552, 0.730, 1.595)
H (0.321, 0.104, 2.566)


Entry 4:
Computed, not measured: an isolated ion of composition C4H11N2 and charge +1, with ωB97M-V with the def2-TZVPD basis set.

* gap between HOMO and LUMO: 11.511 eV
* total charge: +1
* SMILES string: [H]/N=C/CC[NH2+]C
* E_HOMO: -14.6738 eV

Element x y z (Å)
H (-0.002, 0.720, 3.008)
N (-0.143, 0.594, 2.024)
C (-0.401, 1.597, 1.265)
C (-0.638, 1.321, -0.217)
C (0.489, 0.520, -0.969)
N (0.596, -0.792, -0.222)
C (-0.020, -2.045, -0.729)
H (-0.530, 2.574, 1.690)
H (-0.772, 2.237, -0.798)
H (-1.652, 0.800, -0.134)
H (0.313, 0.292, -2.088)
H (1.431, 1.042, -0.810)
H (0.172, -0.575, 0.717)
H (1.592, -0.908, -0.092)
H (-1.080, -2.143, -0.542)
H (0.090, -2.337, -1.834)
H (0.554, -2.898, -0.269)


Entry 5:
Computed, not measured: an isolated ion of composition C4H11N2 and charge +1, with ωB97M-V with the def2-TZVPD basis set.

* gap between HOMO and LUMO: 10.752 eV
* total charge: +1
* SMILES string: C=NCCC[NH3+]
* E_HOMO: -13.9880 eV

Element x y z (Å)
C (1.101, 2.230, -0.330)
N (0.594, 1.295, 0.384)
C (-0.885, 0.999, 0.307)
C (-1.174, -0.373, -0.406)
C (-0.415, -1.555, 0.309)
N (1.071, -1.447, 0.066)
H (0.362, 2.927, -0.712)
H (2.175, 2.199, -0.515)
H (-1.191, 1.021, 1.344)
H (-1.330, 1.807, -0.279)
H (-2.233, -0.706, -0.289)
H (-0.960, -0.343, -1.479)
H (-0.518, -1.472, 1.384)
H (-0.730, -2.537, 0.024)
H (1.474, -2.055, 0.782)
H (1.381, -0.465, 0.340)
H (1.277, -1.526, -0.931)


Entry 6:
Computed, not measured: an isolated ion of composition C4H11N2 and charge +1, with ωB97M-V with the def2-TZVPD basis set.

* gap between HOMO and LUMO: 11.581 eV
* total charge: +1
* SMILES string: C[C@H]1[NH2+][C@@]1(C)N
* E_HOMO: -14.5055 eV

Element x y z (Å)
C (-0.442, -1.273, -1.568)
C (0.022, -0.008, -0.969)
N (-1.049, 0.880, -0.158)
C (0.162, 0.061, 0.543)
C (1.276, 1.258, 1.144)
N (-0.146, -1.001, 1.278)
H (-0.853, -1.980, -0.828)
H (0.434, -1.777, -2.006)
H (-1.261, -0.992, -2.341)
H (0.781, 0.609, -1.405)
H (-0.920, 1.864, -0.339)
H (-1.963, 0.479, -0.046)
H (0.699, 2.199, 0.809)
H (2.265, 1.134, 0.700)
H (1.283, 1.322, 2.168)
H (0.025, -0.955, 2.278)
H (-0.311, -1.820, 0.742)


Entry 7:
Computed, not measured: a 3-piece molecular cluster, C4H11N2 overall, with ωB97M-V with the def2-TZVPD basis set.

* gap between HOMO and LUMO: 4.642 eV
* total charge: +1
* E_HOMO: -12.4367 eV

Element x y z (Å)
C (-1.452, -0.904, 0.171)
C (-0.284, 0.575, -1.113)
C (0.803, 0.638, -0.046)
C (1.846, -0.179, -0.359)
N (3.128, -0.164, 0.197)
N (-2.710, -0.170, 0.632)
H (-0.760, -1.324, 0.921)
H (-1.680, -1.577, -0.719)
H (-0.762, 1.522, -1.339)
H (-0.261, -0.026, -2.111)
H (0.877, 1.586, 0.537)
H (1.652, -0.678, -1.303)
H (3.735, 0.747, -0.136)
H (-0.708, 1.028, 2.303)
H (3.213, -0.408, 1.220)
H (-3.149, -1.034, 1.000)
H (-3.489, 0.367, 0.144)


Entry 8:
Computed, not measured: an isolated ion of composition C4H11N2 and charge +1, with ωB97M-V with the def2-TZVPD basis set.

* gap between HOMO and LUMO: 10.822 eV
* total charge: +1
* SMILES string: C[C@@H]1N[C@H](C)[NH2+]1
* E_HOMO: -14.2317 eV

Element x y z (Å)
C (-2.184, -0.125, 0.523)
C (-1.125, -0.151, -0.550)
N (0.177, -1.138, -0.039)
C (1.029, 0.009, -0.487)
C (2.161, 0.059, 0.531)
N (-0.174, 0.955, -0.391)
H (-1.801, 0.038, 1.439)
H (-2.742, -1.012, 0.700)
H (-2.863, 0.518, 0.157)
H (-1.295, -0.469, -1.494)
H (0.204, -2.027, -0.538)
H (1.149, -0.145, -1.571)
H (2.954, -0.614, 0.293)
H (1.978, -0.044, 1.595)
H (2.650, 0.975, 0.345)
H (-0.091, 1.434, 0.569)
H (-0.029, 1.735, -1.082)


Entry 9:
Computed, not measured: a 2-piece molecular cluster, C4H11N2 overall, with ωB97M-V with the def2-TZVPD basis set.

* gap between HOMO and LUMO: 8.624 eV
* total charge: +1
* E_HOMO: -13.1328 eV

Element x y z (Å)
C (-2.390, -0.590, -0.269)
C (-1.710, 0.566, -0.011)
N (-0.891, 0.739, 1.141)
H (-2.413, -1.402, 0.479)
H (-2.945, -0.698, -1.212)
H (-1.711, 1.395, -0.711)
H (-1.277, 0.205, 1.932)
H (-0.913, 1.732, 1.422)
C (1.764, 0.777, -1.044)
C (1.772, -1.407, 0.170)
N (1.280, -0.231, -0.019)
H (1.851, 1.754, -0.574)
H (0.991, 0.735, -1.826)
H (2.694, 0.356, -1.433)
H (2.808, -1.565, -0.137)
H (1.172, -2.249, 0.594)
H (0.404, 0.102, 0.536)


Entry 10:
Computed, not measured: an isolated ion of composition C4H11N2 and charge +1, with ωB97M-V with the def2-TZVPD basis set.

* gap between HOMO and LUMO: 8.843 eV
* total charge: +1
* SMILES string: C=[NH+]CCCN
* E_HOMO: -13.9418 eV

Element x y z (Å)
C (0.059, 1.438, -1.995)
N (-0.029, 0.439, -1.310)
C (1.001, -0.446, -0.809)
C (0.907, -0.612, 0.676)
C (-0.622, -0.919, 1.251)
N (-1.338, 0.389, 1.336)
H (1.006, 1.895, -2.161)
H (-0.898, 1.893, -2.360)
H (-0.692, 0.626, -0.549)
H (2.038, -0.056, -1.059)
H (0.846, -1.482, -1.252)
H (1.082, 0.365, 1.187)
H (1.707, -1.420, 1.048)
H (-0.402, -1.386, 2.200)
H (-0.969, -1.731, 0.657)
H (-2.191, 0.140, 0.917)
H (-1.507, 0.869, 2.223)


Entry 11:
Computed, not measured: an isolated ion of composition C4H11N2 and charge +1, with ωB97M-V with the def2-TZVPD basis set.

* gap between HOMO and LUMO (spin up / spin down): 8.295 / 9.354 eV
* total charge: +1
* E_HOMO (spin up / spin down): -13.1431 / -13.5108 eV

Element x y z (Å)
C (-0.441, -1.145, -0.082)
C (1.040, -1.082, 0.348)
C (1.045, 1.440, 0.320)
C (-2.112, 0.555, -0.079)
N (-1.087, -0.112, 0.574)
N (1.664, 0.220, -0.122)
H (-0.689, -1.169, -1.202)
H (-0.949, -2.058, 0.291)
H (1.004, -1.189, 1.495)
H (1.604, -1.944, 0.040)
H (0.755, 2.169, -0.430)
H (1.364, 1.830, 1.241)
H (-2.225, 0.503, -1.180)
H (-3.085, 0.356, 0.489)
H (-1.941, 1.628, 0.105)
H (2.578, 0.352, 0.198)
H (1.824, 0.305, -1.189)


Entry 12:
Computed, not measured: an isolated ion of composition C4H11N2 and charge +1, with ωB97M-V with the def2-TZVPD basis set.

* gap between HOMO and LUMO: 11.854 eV
* total charge: +1
* SMILES string: CC(C)/[NH+]=C/N
* E_HOMO: -14.8947 eV

Element x y z (Å)
C (-1.649, 0.328, -0.256)
C (-0.256, 0.813, -0.457)
C (0.137, 0.738, -1.871)
N (0.791, -0.342, 0.511)
C (0.623, -0.793, 1.680)
N (1.502, -1.626, 2.179)
H (-2.315, 0.998, -0.878)
H (-1.796, -0.463, -0.957)
H (-1.913, 0.042, 0.684)
H (0.100, 1.746, 0.174)
H (-0.247, -0.253, -2.362)
H (1.186, 0.689, -1.923)
H (-0.175, 1.622, -2.350)
H (1.686, -0.656, 0.029)
H (-0.131, -0.327, 2.351)
H (1.097, -1.947, 3.119)
H (2.463, -1.882, 1.867)


What max |F| values result from the calculations? In sequence: 0.162; 0.022; 0.013; 0.060; 0.046; 0.111; 0.102; 0.141; 0.053; 0.103; 0.051; 0.095 Eh/bohr.
What DFT total energy values result from the calculations? In sequence: -20302.5049; -7299.5341; -7298.3676; -7299.1875; -7299.1360; -7298.3916; -7289.1381; -7297.2788; -7298.5970; -7297.5252; -7295.3237; -7298.5785 eV.
What energy above the lowest of the compared OMol25 structures with the same formula, charge and spin values result from the calculations? In sequence: 304.4; 136.4; 249.0; 169.9; 174.8; 246.7; 1139.5; 354.0; 226.8; 330.3; 542.7; 228.6 kJ/mol.